Run P
18
Properties=species:S:1:pos:R:3 method="wB97M-V/def2-TZVPD" charge=-1 spin_multiplicity=1 smiles=NCCNCC[S-] orbital_gap_ev=5.76 e_homo_ev=-2.28
N 0.6147 -0.7342 2.1234
C -0.6519 0.0106 1.9579
C -1.1149 0.1451 0.5092
N -0.2974 0.9797 -0.3308
C 0.8634 0.5478 -1.0917
C 0.5431 -0.3920 -2.2506
S 1.9003 -0.5910 -3.3940
H 0.9028 -0.9966 1.1842
H 0.3824 -1.6247 2.5498
H -0.5532 1.0463 2.3161
H -1.4489 -0.4350 2.5574
H -1.2259 -0.8232 0.0179
H -2.1480 0.5175 0.5015
H -0.3819 1.9389 -0.0437
H 1.1640 1.4477 -1.6337
H 1.7192 0.2379 -0.5034
H 0.1150 -1.3055 -1.7996
H -0.3827 0.0306 -2.6699

---

Run Q
18
Properties=species:S:1:pos:R:3 method="wB97M-V/def2-TZVPD" charge=-1 spin_multiplicity=1 smiles=CNC[C@H](N)C[S-] orbital_gap_ev=6.48 e_homo_ev=-2.53
C -0.6730 0.0857 2.3489
N -1.3880 -0.2724 1.1690
C -0.8642 0.2745 -0.0915
C 0.4122 -0.4758 -0.6953
N 1.5947 0.2049 -0.0121
C 0.4045 -0.1706 -2.1947
S 0.8564 1.5803 -2.5783
H 0.4216 0.1706 2.1193
H -0.7926 -0.6965 3.1174
H -1.0030 1.0984 2.6741
H -1.4665 -1.1982 1.0212
H -1.6769 0.0296 -0.7476
H -0.6867 1.2281 0.0857
H 0.2962 -1.5148 -0.4585
H 2.4441 -0.3104 -0.3494
H 1.6301 1.1525 -0.3330
H 1.1389 -0.9149 -2.5820
H -0.6478 -0.2711 -2.4933

---

Run R
18
Properties=species:S:1:pos:R:3 method="wB97M-V/def2-TZVPD" charge=-1 spin_multiplicity=1 smiles=CNC[C@@H](N)C[S-] orbital_gap_ev=6.02 e_homo_ev=-2.37
C 1.4457 -1.4935 -1.4225
N 0.1434 -0.7820 -1.6698
C -0.5847 -0.5302 -0.3789
C 0.0164 0.4768 0.6550
N 0.2294 1.8616 0.1221
C -1.0751 0.4184 1.7230
S -1.1519 1.7746 2.9465
H 1.3369 -2.3919 -0.7272
H 1.8076 -1.7546 -2.4501
H 2.1796 -0.8053 -1.0068
H 0.1041 0.0840 -2.2253
H -0.5821 -1.4630 0.1345
H -1.6436 -0.1358 -0.6535
H 0.9791 0.0524 1.0819
H 0.4330 2.4599 0.9668
H -0.6108 2.1948 -0.3503
H -1.1328 -0.6321 2.1148
H -1.8943 0.6657 1.1398

---

Which of them is most stable? Easy: run P.

---

Run P
18
Properties=species:S:1:pos:R:3 method="wB97M-V/def2-TZVPD" charge=-1 spin_multiplicity=1 smiles=CN[C@H](CN)C[S-] orbital_gap_ev=6.29 e_homo_ev=-2.54
C 2.6692 0.4417 -1.0454
N 1.6388 0.9162 -0.1508
C 0.3227 0.1982 -0.1383
C -0.5460 0.9769 -1.1223
N -1.8502 0.2485 -1.3858
C -0.2068 0.0643 1.2508
S -1.1230 -1.4888 1.4884
H 2.2614 -0.1038 -1.8993
H 3.3285 1.2902 -1.3683
H 3.3263 -0.2383 -0.4914
H 1.8737 1.4921 0.6308
H 0.4152 -0.7671 -0.6726
H -0.2939 1.2088 -2.1677
H -0.7228 1.9250 -0.5894
H -2.2578 0.1548 -0.4500
H -1.6824 -0.7469 -1.5338
H -0.8216 0.9540 1.5634
H 0.6659 0.1834 1.9249

---

Run Q
18
Properties=species:S:1:pos:R:3 method="wB97M-V/def2-TZVPD" charge=-1 spin_multiplicity=1 smiles=C[C@H](C[S-])NCN orbital_gap_ev=6.14 e_homo_ev=-2.35
C -0.1088 -1.2808 1.0832
C 0.5448 -0.0194 0.8865
C -0.4647 1.0535 1.3373
S -0.7662 1.0986 3.1548
N 1.0846 0.0311 -0.4318
C 0.0426 0.4488 -1.4100
N -0.0540 -0.0775 -2.7765
H 0.6739 -2.1408 1.0468
H -0.7391 -1.3568 2.0224
H -0.8476 -1.5162 0.4453
H 1.4916 -0.0498 1.5576
H -0.2827 2.0091 0.8314
H -1.4205 0.7654 0.8961
H 1.8238 0.6580 -0.4780
H 0.1165 1.5524 -1.5389
H -0.9384 0.1616 -1.0891
H -0.8319 -0.6294 -2.7414
H 0.6759 -0.7077 -2.7956

---

Which of them is most stable? Easy: run P.